[1]
C35H52AsP3SSc | the ωB97M-V functional and the def2-TZVPD basis

Geometry as XYZ:
```
93
Properties=species:S:1:pos:R:3:mulliken_charge:R:1
Sc 0.2460 -0.9086 -0.7257 -1.27
P -1.8648 -1.0964 -2.1326 1.72
P -0.3160 -2.9973 0.8223 1.13
P 1.5915 -2.6591 -2.1003 0.86
H 5.9792 3.4754 -2.1834 0.28
C 5.6581 2.8674 -3.0348 -0.59
C 4.4158 2.8395 -3.5500 -0.38
H 3.6040 3.4824 -3.1725 0.24
C -3.0499 0.3097 -2.1496 -1.14
C -2.9900 -2.5373 -1.9611 -1.33
C -1.5104 -1.1354 -3.9332 -1.13
C 1.0430 -3.3416 2.0091 -1.19
C -1.7569 -3.0383 1.9600 -0.91
C -0.6202 -4.6703 0.1061 -1.18
C 2.6359 -1.8846 -3.4068 -1.06
C 0.8200 -3.9834 -3.1326 -1.15
C 2.9086 -3.6260 -1.2365 -1.26
H 6.4396 2.3339 -3.6024 0.26
H 4.2761 2.2931 -4.5053 0.27
H -2.4928 1.2501 -2.1385 0.31
H -3.6954 0.2631 -1.2752 0.45
H -3.6375 0.2213 -3.0662 0.61
H -3.3539 -2.6179 -0.9264 0.31
H -2.4629 -3.4672 -2.2200 0.37
H -3.8449 -2.3926 -2.6391 0.54
H -0.7992 -0.3358 -4.1905 0.28
H -2.4735 -0.9456 -4.4339 0.57
H -1.0992 -2.1048 -4.2451 0.29
H 0.7014 -4.0449 2.7884 0.47
H 1.3408 -2.3983 2.4913 0.27
H 1.9250 -3.7540 1.4959 0.36
H -1.7280 -3.9110 2.6333 0.60
H -2.6861 -3.0760 1.3751 0.35
H -1.7890 -2.1155 2.5540 0.20
H -0.9598 -5.3479 0.9049 0.51
H 0.2618 -5.1076 -0.3731 0.41
H -1.4227 -4.6103 -0.6408 0.28
H 3.3513 -2.6360 -3.7953 0.51
H 3.1723 -1.0183 -2.9844 0.31
H 1.9741 -1.5253 -4.2111 0.32
H 1.5906 -4.6739 -3.5081 0.47
H 0.2902 -3.5422 -3.9849 0.39
H 0.0848 -4.5548 -2.5551 0.32
H 3.6004 -4.0434 -1.9850 0.53
H 2.4872 -4.4293 -0.6173 0.36
H 3.4636 -2.9438 -0.5781 0.34
C 2.5494 1.5765 -1.1829 2.20
C 3.3906 0.6421 -0.5504 0.07
C 4.5532 1.1309 0.0923 -0.75
C 4.8668 2.4930 0.1071 -0.69
C 3.9252 3.4109 -0.3991 -0.80
C 2.7776 2.9431 -1.0166 -1.77
S 1.1511 1.2294 -2.2601 -0.18
H 0.7571 2.5473 -2.5051 0.33
H 3.1439 -0.4341 -0.5285 -0.20
H 5.2138 0.4470 0.6327 0.46
H 5.8558 2.8324 0.4798 0.48
H 4.0425 4.5013 -0.4055 0.47
H 2.1618 3.6630 -1.5585 0.41
C -4.8574 -0.7069 3.5997 -0.78
C -4.8292 -0.7515 2.1917 -0.82
C -3.6997 -0.3353 1.4905 -0.79
C -2.5851 0.1916 2.1533 0.21
C -2.6157 0.2714 3.5490 0.20
C -3.7212 -0.2136 4.2639 -0.76
As -1.1142 0.8646 0.9915 1.55
C -1.9625 2.6720 0.7588 -0.08
C -1.6178 3.5060 -0.3283 -0.16
C -2.3718 4.6725 -0.5695 -0.68
C -3.3614 5.0847 0.3384 -0.57
C -3.6261 4.3083 1.4728 -0.80
C -2.9308 3.1086 1.6715 -0.07
C 0.1411 1.3409 2.4251 0.75
C 0.4483 2.6799 2.7011 -0.68
C 1.2088 2.9905 3.8332 -0.78
C 1.6537 1.9899 4.6888 -0.79
C 1.3568 0.6544 4.4029 -1.08
C 0.5541 0.3293 3.3056 -0.84
H -5.7498 -1.0406 4.1551 0.42
H -5.6892 -1.1229 1.6261 0.43
H -3.7041 -0.4281 0.4106 0.26
H -1.7980 0.7403 4.0768 0.53
H -3.7065 -0.2150 5.3558 0.45
H -0.7859 3.2456 -0.9884 0.16
H -2.2063 5.2809 -1.4634 0.42
H -3.9372 6.0051 0.1908 0.41
H -4.3736 4.5940 2.2177 0.47
H -3.1654 2.4906 2.5371 0.46
H -0.0357 3.4642 2.1339 0.49
H 1.3805 4.0353 4.0702 0.50
H 2.2115 2.2430 5.5860 0.46
H 1.6719 -0.1344 5.0791 0.52
H 0.1208 -0.6592 3.2218 1.08
```

Summary:
max |F|: 0.059 hartree/bohr
M: 717.7 g mol⁻¹
charge: +3

[2]
C34H60Cl2P2Tl | the ωB97M-V functional and the def2-TZVPD basis

Geometry as XYZ:
```
99
Properties=species:S:1:pos:R:3:mulliken_charge:R:1
P -1.6335 1.4121 1.1086 0.84
C -3.0253 0.4221 1.9307 0.06
C -4.0326 1.1583 2.8163 -0.21
C -4.9266 0.1438 3.5426 -0.97
C -5.6066 -0.8394 2.5832 -0.67
C -4.6235 -1.5000 1.6117 -0.88
C -3.7297 -0.4701 0.9021 -0.40
C -2.4664 2.5244 -0.1689 0.32
C -3.7802 3.1860 0.2287 -0.61
C -4.2116 4.1877 -0.8546 -0.94
C -4.3046 3.5350 -2.2377 -0.70
C -3.0479 2.7414 -2.6150 -0.89
C -2.5973 1.7776 -1.5048 -0.63
C -1.2616 2.6667 2.4385 -0.07
C -0.7210 1.9324 3.6757 -0.71
C -0.3344 2.9160 4.7893 -0.87
C 0.6215 4.0115 4.3061 -0.71
C 0.1150 4.7130 3.0428 -0.88
C -0.2783 3.7310 1.9280 -0.64
H -2.4244 -0.2454 2.5769 0.48
H -4.6585 1.8204 2.2045 0.04
H -3.5289 1.7944 3.5570 0.16
H -5.6815 0.6808 4.1296 0.38
H -4.3056 -0.4203 4.2523 0.40
H -6.1242 -1.6128 3.1604 0.39
H -6.3740 -0.3061 2.0074 0.30
H -3.9721 -2.1943 2.1613 0.34
H -5.1661 -2.0888 0.8627 0.41
H -2.9792 -0.9985 0.2980 -0.17
H -4.3474 0.1469 0.2312 0.22
H -1.7140 3.3188 -0.3113 0.40
H -3.4824 5.0089 -0.8872 0.36
H -3.6942 3.7023 1.1960 0.20
H -4.5641 2.4210 0.3304 0.20
H -5.1792 4.6246 -0.5789 0.39
H -4.4903 4.3056 -2.9941 0.39
H -5.1710 2.8611 -2.2534 0.29
H -3.2245 2.1774 -3.5383 0.43
H -2.2263 3.4425 -2.8174 0.36
H -1.6317 1.3216 -1.7689 0.05
H -3.3322 0.9639 -1.4061 0.17
H -2.2115 3.1703 2.6969 0.26
H -1.4610 1.2213 4.0722 0.27
H 0.1561 1.3385 3.3769 0.25
H -1.2499 3.3841 5.1779 0.33
H 0.1182 2.3587 5.6171 0.38
H 1.6028 3.5665 4.0990 0.32
H 0.7683 4.7485 5.1019 0.38
H 0.8772 5.4018 2.6619 0.41
H -0.7665 5.3175 3.2984 0.35
H -0.7197 4.3057 1.1011 0.20
H 0.6111 3.2282 1.5200 0.22
Tl 1.1532 -1.1708 -0.9457 0.51
Cl 1.2071 1.3177 -0.7860 -0.47
Cl -0.3846 -1.8971 0.8861 -0.53
C 1.2202 -2.1384 -2.8095 -0.91
H 2.1917 -2.2914 -3.3041 -0.08
C 0.0572 -2.4253 -3.5807 1.64
C 0.1167 -2.7023 -4.9916 -0.61
C -1.0474 -2.8058 -5.7368 -0.45
C -2.3032 -2.6583 -5.1227 -0.52
C -2.3898 -2.4399 -3.7376 -0.60
C -1.2418 -2.3836 -2.9621 -0.55
H 1.0976 -2.8029 -5.4612 0.29
H -0.9853 -2.9932 -6.8115 0.33
H -3.3680 -2.3174 -3.2708 0.36
H -1.3043 -2.2903 -1.8718 0.45
H -3.2082 -2.7200 -5.7226 0.33
C 4.7042 -3.6360 -3.2651 -1.52
C 4.8441 -3.6645 -1.7385 0.80
C 6.3302 -3.6958 -1.3709 -1.78
P 3.7606 -2.3917 -0.8896 -0.56
C 3.5672 -2.9169 0.9113 0.70
C 4.6745 -3.8251 1.4480 -1.71
C 3.3195 -1.7372 1.8581 -1.17
C 4.6453 -0.7206 -0.9800 0.82
C 6.0435 -0.6607 -0.3633 -1.50
C 4.6500 -0.2032 -2.4295 -1.41
H 5.1019 -2.7094 -3.6985 0.20
H 3.6672 -3.7670 -3.5851 0.38
H 5.2914 -4.4661 -3.6805 0.46
H 4.3888 -4.6078 -1.3854 0.53
H 6.9013 -2.9273 -1.9046 0.34
H 6.5258 -3.6153 -0.2976 0.29
H 6.7384 -4.6662 -1.6912 0.48
H 2.6294 -3.5004 0.8530 0.39
H 5.6046 -3.2624 1.6212 0.19
H 4.3634 -4.2301 2.4216 0.48
H 4.8840 -4.6781 0.7935 0.41
H 2.4592 -1.1194 1.5608 0.15
H 3.0849 -2.1318 2.8578 0.42
H 4.2076 -1.0989 1.9372 0.21
H 3.9757 -0.0542 -0.4008 0.38
H 6.7876 -1.1925 -0.9722 0.21
H 6.3661 0.3929 -0.3256 0.46
H 6.0877 -1.0518 0.6631 0.25
H 3.6417 -0.2004 -2.8698 0.23
H 5.0148 0.8356 -2.4344 0.43
H 5.3195 -0.7937 -3.0731 0.27
```

Summary:
max |F|: 0.032 hartree/bohr
M: 806.1 g mol⁻¹
charge: -1

[3]
CH2N2O3S | the ωB97M-V functional and the def2-TZVPD basis

Geometry as XYZ:
```
9
Properties=species:S:1:pos:R:3:nbo_charge:R:1
C -1.9132 -0.1991 0.3387 0.94
N -0.8924 0.4718 0.3127 -0.85
N 1.7151 0.9027 -0.2041 -1.07
O -2.8157 -0.8679 0.1324 -0.41
O 0.9823 -1.0920 1.0916 -0.88
O 0.5616 -1.0977 -1.3725 -0.88
S 0.9532 -0.4162 -0.1980 2.33
H -0.3966 1.0032 0.9474 0.46
H 1.8057 1.2953 -1.0484 0.37
```

Summary:
max |F|: 0.101 hartree/bohr
M: 122.1 g mol⁻¹

no.,DFT total energy (hartree),E_LUMO (eV)
1,-5782.661486,-9.94
2,-3107.142210,2.41
3,-772.653796,-0.23